w) {
  "formula": "BH26O11",
  "method": "ωB97M-V/def2-TZVPD",
  "symbols": ["B", "H", "H", "H", "H", "O", "H", "H", "O", "H", "H", "O", "H", "H", "O", "H", "H", "O", "H", "H", "O", "H", "H", "O", "H", "H", "O", "H", "H", "O", "H", "H", "O", "H", "H", "O", "H", "H"],
  "coordinates": [[-0.477, 0.244, -0.266], [-0.768, -0.597, 0.545], [-1.293, 0.504, -1.079], [-0.253, 1.232, 0.384], [0.547, -0.065, -0.806], [1.821, 0.569, 1.708], [1.737, 1.310, 2.313], [0.935, 0.458, 1.318], [-3.750, 0.783, -0.885], [-2.814, 0.513, -0.833], [-3.712, 1.666, -1.264], [2.202, 0.419, -3.150], [2.156, 0.483, -2.181], [3.044, -0.012, -3.313], [1.430, -2.406, -0.156], [1.495, -2.391, 0.811], [0.922, -1.606, -0.374], [-2.431, -1.385, 2.419], [-1.863, -1.040, 1.712], [-2.958, -2.063, 1.988], [0.551, 2.979, -1.319], [-0.004, 2.251, -0.981], [1.169, 3.152, -0.605], [3.140, 0.127, -0.870], [2.798, -0.753, -0.650], [2.750, 0.702, -0.193], [0.088, 2.695, 3.042], [0.813, 2.601, 3.668], [0.500, 2.939, 2.207], [0.548, -2.508, 2.566], [0.259, -3.341, 2.949], [-0.134, -1.876, 2.819], [-0.768, 0.216, -3.517], [-0.917, 0.212, -2.562], [0.186, 0.363, -3.574], [-2.200, -2.386, -0.895], [-3.065, -2.324, -0.480], [-1.682, -1.666, -0.495]],
  "total_charge": -1,
  "lumo_energy_ev": 2.41,
  "orbital_gap_ev": 9.5,
  "multiplicity": 1
}

***

x) {
  "formula": "BH26O11",
  "method": "ωB97M-V/def2-TZVPD",
  "symbols": ["B", "H", "H", "H", "H", "O", "H", "H", "O", "H", "H", "O", "H", "H", "O", "H", "H", "O", "H", "H", "O", "H", "H", "O", "H", "H", "O", "H", "H", "O", "H", "H", "O", "H", "H", "O", "H", "H"],
  "coordinates": [[0.579, -0.314, -1.066], [1.752, -0.141, -1.135], [0.303, -0.943, -0.089], [-0.020, 0.763, -0.939], [0.202, -0.918, -2.070], [-2.590, -0.686, 0.838], [-1.750, -0.221, 0.616], [-2.760, -1.281, 0.110], [2.558, -1.847, 1.923], [2.838, -2.748, 1.746], [1.786, -1.623, 1.331], [-2.311, 0.779, -2.942], [-1.913, 1.461, -3.467], [-1.545, 0.604, -2.427], [-0.032, -3.160, 1.670], [-0.766, -3.614, 1.325], [0.324, -3.795, 2.290], [-3.005, 2.066, -0.409], [-2.775, 1.559, -1.180], [-3.720, 1.545, 0.063], [1.412, 2.322, 0.793], [1.521, 1.752, 0.051], [1.596, 1.749, 1.518], [2.590, 2.631, -2.552], [1.709, 2.424, -2.334], [2.513, 2.980, -3.455], [-0.488, -0.632, 3.003], [-0.433, -1.398, 2.426], [-0.533, 0.100, 2.416], [-1.020, 1.838, 1.641], [-1.575, 1.956, 0.878], [-0.103, 2.019, 1.411], [3.990, 0.718, 1.175], [3.236, 0.143, 0.980], [4.441, 0.395, 1.963], [-2.262, -2.321, -1.818], [-2.411, -1.967, -2.659], [-1.348, -2.202, -1.625]],
  "total_charge": -1,
  "lumo_energy_ev": 2.64,
  "orbital_gap_ev": 9.4,
  "multiplicity": 1
}

***

List of relative energies, unit kcal/mol: w) 0.0; x) 2.5

***

w) {
  "formula": "C4H12OS2",
  "method": "ωB97M-V/def2-TZVPD",
  "symbols": ["C", "C", "C", "S", "S", "C", "H", "H", "H", "H", "H", "H", "H", "H", "H", "H", "H", "H", "O"],
  "coordinates": [[0.138, 0.182, 1.597], [-0.120, 1.486, 2.373], [1.423, 0.278, 0.780], [1.582, -0.989, -0.533], [2.109, 0.243, -2.309], [0.445, 0.713, -2.915], [-0.625, 0.089, 0.810], [0.076, -0.701, 2.228], [-0.375, 2.275, 1.669], [0.842, 1.703, 2.846], [-0.836, 1.374, 3.185], [2.281, 0.140, 1.457], [1.584, 1.262, 0.331], [0.715, 1.139, -3.876], [-0.189, 1.407, -2.364], [-0.032, -0.266, -2.968], [-3.383, -4.079, -0.447], [-2.507, -3.093, -1.288], [-3.129, -3.163, -0.576]],
  "total_charge": -1,
  "lumo_energy_ev": [3.20, 3.16],
  "orbital_gap_ev": [3.1, 6.6],
  "multiplicity": 2
}

***

x) {
  "formula": "C4H12OS2",
  "method": "ωB97M-V/def2-TZVPD",
  "symbols": ["C", "C", "C", "S", "S", "C", "H", "H", "H", "H", "H", "H", "H", "H", "H", "H", "H", "H", "O"],
  "coordinates": [[0.173, 1.001, -1.927], [1.599, 1.222, -2.372], [-0.424, -0.359, -2.043], [0.718, -1.613, -1.243], [0.202, -0.941, 0.633], [-0.396, -2.416, 1.472], [0.068, 1.219, -0.878], [-0.421, 1.812, -2.370], [2.214, 0.371, -2.758], [1.489, 1.853, -3.285], [2.127, 1.892, -1.623], [-1.343, -0.220, -1.429], [-0.461, -0.682, -3.114], [-0.466, -2.061, 2.516], [-1.218, -2.907, 0.987], [0.453, -3.131, 1.517], [-0.797, 2.079, 5.266], [-2.198, 1.604, 5.215], [-1.319, 1.278, 5.436]],
  "total_charge": -1,
  "lumo_energy_ev": [3.33, 3.63],
  "orbital_gap_ev": [2.5, 7.9],
  "multiplicity": 2
}

***

y) {
  "formula": "C4H12OS2",
  "method": "ωB97M-V/def2-TZVPD",
  "symbols": ["C", "C", "S", "S", "C", "C", "H", "H", "H", "H", "H", "H", "H", "H", "H", "H", "H", "H", "O"],
  "coordinates": [[-2.115, 0.843, -1.150], [-1.053, 1.841, -1.230], [0.773, 1.258, -0.675], [0.156, 0.624, 1.214], [0.320, -1.132, 1.031], [0.523, -1.812, 2.334], [-2.928, 1.185, -1.872], [-2.682, 0.986, -0.161], [-1.756, -0.102, -1.422], [-1.230, 2.842, -0.781], [-0.812, 1.805, -2.284], [-0.602, -1.407, 0.566], [1.262, -1.332, 0.535], [0.900, -2.829, 2.220], [-0.459, -1.861, 2.827], [1.351, -1.272, 2.875], [1.371, -2.975, -2.070], [-0.140, -3.086, -1.910], [0.601, -2.563, -1.631]],
  "total_charge": -1,
  "lumo_energy_ev": [3.03, 2.95],
  "orbital_gap_ev": [2.2, 6.7],
  "multiplicity": 2
}

***

List of relative energies, unit kcal/mol: w) 0.0; x) 23.4; y) 30.8

***

w) {
  "formula": "C3H4I2O",
  "method": "ωB97M-V/def2-TZVPD",
  "symbols": ["C", "C", "C", "O", "I", "I", "H", "H", "H", "H"],
  "coordinates": [[-0.262, -0.810, -0.109], [0.192, 0.159, -0.881], [0.681, 1.471, -0.204], [0.548, 1.420, 1.145], [-0.569, 3.106, -1.084], [2.758, 1.680, -0.688], [-0.686, -1.765, -0.427], [-0.261, -0.622, 1.002], [0.413, -0.049, -2.002], [0.321, 2.372, 1.589]],
  "lumo_energy_ev": -0.46,
  "orbital_gap_ev": 8.9,
  "multiplicity": 1
}

***

x) {
  "formula": "C3H4I2O",
  "method": "ωB97M-V/def2-TZVPD",
  "symbols": ["C", "C", "C", "O", "I", "I", "H", "H", "H", "H"],
  "coordinates": [[0.774, -0.851, 0.592], [-0.379, -0.008, 0.620], [-1.165, 0.379, -0.448], [-1.118, -0.186, -1.593], [4.561, 0.911, 0.046], [-2.819, 1.575, 0.152], [1.107, -1.340, 1.472], [1.392, -1.055, -0.294], [-0.831, 0.136, 1.641], [-1.522, 0.439, -2.189]],
  "lumo_energy_ev": [-0.40, -3.16],
  "orbital_gap_ev": [9.3, 4.2],
  "multiplicity": 1
}

***

List of relative energies, unit kcal/mol: w) 0.0; x) 36.1

***

w) {
  "formula": "C2H8NO2S",
  "method": "ωB97M-V/def2-TZVPD",
  "symbols": ["C", "C", "N", "O", "O", "S", "H", "H", "H", "H", "H", "H", "H", "H"],
  "coordinates": [[-1.536, 0.538, -0.246], [0.170, 0.119, -1.857], [-1.085, 1.248, 0.840], [1.353, -0.272, -2.165], [-0.347, -0.225, -0.760], [1.777, -1.347, 1.760], [-2.227, -0.298, -0.012], [-2.089, 1.055, -1.025], [-0.297, 0.741, -2.542], [-0.861, 0.640, 1.623], [2.914, -1.454, 2.431], [-0.833, 2.258, 0.657], [1.911, -0.924, -1.554], [1.152, -2.078, 2.851]],
  "total_charge": 1,
  "lumo_energy_ev": -4.56,
  "orbital_gap_ev": 8.6,
  "multiplicity": 1
}

***

x) {
  "formula": "C2H8NO2S",
  "method": "ωB97M-V/def2-TZVPD",
  "symbols": ["C", "C", "N", "O", "O", "S", "H", "H", "H", "H", "H", "H", "H", "H"],
  "coordinates": [[-1.464, -0.916, -0.119], [-0.263, -0.068, 0.450], [-0.814, 1.330, -0.152], [0.864, -0.465, -0.252], [2.139, 0.308, 0.449], [3.564, 0.110, -0.113], [-1.654, -0.768, -1.135], [-1.178, -2.034, -0.008], [-2.456, -0.825, 0.280], [-0.015, -0.137, 1.452], [-0.522, 1.342, -1.161], [-1.758, 1.334, 0.156], [-0.163, 2.047, 0.143], [3.717, -1.257, 0.010]],
  "total_charge": 1,
  "lumo_energy_ev": -4.82,
  "orbital_gap_ev": 8.5,
  "multiplicity": 1,
  "smiles": "C[C@H]([NH3+])OOS"
}

***

List of relative energies, unit kcal/mol: w) 0.0; x) 72.6

***

w) {
  "formula": "C8H24Be2O12Ti",
  "method": "ωB97M-V/def2-TZVPD",
  "symbols": ["Ti", "Be", "Be", "C", "O", "O", "O", "C", "O", "O", "O", "C", "O", "H", "H", "H", "H", "C", "O", "H", "H", "H", "H", "C", "O", "H", "H", "H", "H", "C", "O", "H", "H", "H", "H", "C", "O", "H", "H", "H", "H", "C", "O", "H", "H", "H", "H"],
  "coordinates": [[-1.875, 1.634, 1.833], [-1.562, -2.410, 2.054], [1.891, 0.259, 2.356], [-0.390, -0.245, 0.449], [0.342, -1.206, 0.735], [-1.615, -0.291, 0.474], [0.141, 0.823, 0.486], [-0.793, -0.352, 3.947], [-0.413, 0.799, 3.759], [-1.954, -0.665, 3.766], [0.018, -1.225, 3.590], [2.957, -1.541, -2.184], [2.829, -0.622, -1.159], [3.090, -1.021, -3.132], [3.752, -2.259, -1.980], [1.995, -2.054, -2.186], [1.986, -0.761, -0.721], [1.448, 3.887, 3.177], [1.267, 2.876, 2.214], [0.581, 4.518, 3.375], [1.932, 3.572, 4.101], [2.170, 4.628, 2.833], [1.178, 3.194, 1.313], [2.726, 2.612, -1.813], [1.863, 2.961, -0.755], [2.186, 2.129, -2.627], [3.107, 3.510, -2.299], [3.646, 2.054, -1.642], [1.142, 2.346, -0.604], [-4.966, 0.378, -0.443], [-4.570, -0.711, -1.180], [-4.159, 1.110, -0.475], [-5.847, 0.855, -0.872], [-5.212, 0.189, 0.602], [-3.703, -0.523, -1.546], [0.977, -4.363, 0.412], [-0.419, -4.028, 0.288], [1.531, -3.429, 0.515], [1.044, -4.722, 1.439], [1.327, -5.146, -0.261], [-0.583, -4.017, -0.658], [-1.484, -0.650, -3.188], [-1.886, 0.435, -2.312], [-1.590, -0.307, -4.217], [-0.433, -0.906, -3.050], [-2.071, -1.547, -2.995], [-1.599, 0.230, -1.420]],
  "total_charge": 1,
  "lumo_energy_ev": [-7.36, -7.12],
  "orbital_gap_ev": [3.2, 5.2],
  "multiplicity": 4
}

***

x) {
  "formula": "C8H24Be2O12Ti",
  "method": "ωB97M-V/def2-TZVPD",
  "symbols": ["Ti", "Be", "Be", "C", "O", "O", "O", "C", "O", "O", "O", "C", "O", "H", "H", "H", "H", "C", "O", "H", "H", "H", "H", "C", "O", "H", "H", "H", "H", "C", "O", "H", "H", "H", "H", "C", "O", "H", "H", "H", "H", "C", "O", "H", "H", "H", "H"],
  "coordinates": [[-18.310, 12.345, 14.347], [-15.491, 9.794, 14.388], [-14.850, 13.426, 15.300], [-16.620, 11.528, 16.300], [-17.404, 10.738, 15.638], [-16.912, 12.766, 16.330], [-15.386, 11.267, 16.331], [-15.625, 11.413, 13.364], [-16.132, 12.630, 13.317], [-16.370, 10.382, 13.089], [-14.689, 11.240, 14.251], [-17.521, 12.663, 19.740], [-18.009, 13.608, 18.769], [-18.274, 12.546, 20.516], [-17.318, 11.720, 19.229], [-16.611, 13.051, 20.203], [-17.594, 13.368, 17.930], [-15.665, 16.070, 17.425], [-14.490, 15.440, 16.917], [-15.925, 16.975, 16.872], [-16.502, 15.410, 17.188], [-15.696, 16.228, 18.502], [-13.743, 15.977, 17.203], [-20.428, 10.271, 17.989], [-19.138, 9.708, 17.735], [-21.125, 10.107, 17.165], [-20.889, 9.804, 18.859], [-20.198, 11.304, 18.260], [-18.681, 10.177, 17.030], [-12.361, 10.152, 15.277], [-13.188, 8.966, 15.122], [-11.622, 10.250, 14.478], [-12.957, 11.052, 15.207], [-11.843, 10.013, 16.224], [-12.499, 8.293, 15.134], [-15.312, 7.699, 16.946], [-15.921, 7.760, 15.655], [-15.973, 7.128, 17.599], [-14.340, 7.205, 16.955], [-15.195, 8.693, 17.365], [-16.112, 6.881, 15.317], [-13.916, 10.371, 19.668], [-13.363, 10.734, 18.396], [-13.156, 10.692, 20.375], [-14.831, 10.951, 19.808], [-14.167, 9.311, 19.745], [-14.083, 10.834, 17.762]],
  "total_charge": 1,
  "lumo_energy_ev": [-5.10, -5.20],
  "orbital_gap_ev": [5.3, 7.0],
  "multiplicity": 4
}

***

List of relative energies, unit kcal/mol: w) 222.5; x) 0.0

***

w) {
  "formula": "C3H2O3Sn",
  "method": "ωB97M-V/def2-TZVPD",
  "symbols": ["C", "C", "O", "C", "O", "O", "H", "Sn", "H"],
  "coordinates": [[-1.434, 0.696, -0.218], [-1.268, -0.502, 0.262], [-0.185, -1.167, 0.422], [0.983, -0.525, -0.078], [0.781, 0.676, -0.384], [2.052, -1.096, 0.096], [-1.889, 0.907, -1.187], [3.153, 0.461, 0.233], [-2.193, 0.550, 0.854]],
  "total_charge": 2,
  "lumo_energy_ev": -10.89,
  "orbital_gap_ev": 9.8,
  "multiplicity": 1
}

***

x) {
  "formula": "C3H2O3Sn",
  "method": "ωB97M-V/def2-TZVPD",
  "symbols": ["C", "C", "O", "C", "O", "O", "H", "Sn", "H"],
  "coordinates": [[-1.845, -0.409, 1.027], [-1.691, -0.760, -0.222], [-1.082, -0.844, -1.230], [1.522, 0.648, -0.101], [1.127, 0.909, 0.953], [2.275, 0.429, -0.977], [-2.799, -0.532, 1.535], [3.401, 0.444, -2.452], [-0.909, 0.116, 1.467]],
  "total_charge": 2,
  "lumo_energy_ev": [-12.39, -12.39],
  "orbital_gap_ev": [3.0, 3.0],
  "multiplicity": 1
}

***

List of relative energies, unit kcal/mol: w) 28.6; x) 0.0